# 1
C6H12S | ωB97M-V/def2-TZVPD

CARTESIAN COORDINATES (ANGSTROEM)
C (-1.4011, 1.5496, -0.6214)
H (-1.1079, 1.3086, 1.3470)
H (-0.9793, -0.9993, 1.5809)
H (-0.8116, 2.4306, -0.7725)
S (1.6096, -0.2711, -0.7634)
C (-1.4772, -0.6047, 0.6891)
H (1.2720, -1.0969, 1.4846)
H (-0.4572, -2.0165, -0.4786)
H (-2.1767, -2.4669, -0.2234)
C (-0.8510, 0.7579, 0.5011)
H (-2.4561, 1.7017, -0.4669)
H (-2.4957, -0.3424, 0.9642)
C (-1.4912, -1.6400, -0.3997)
H (-1.2443, 0.9716, -1.5860)
H (2.6446, 0.1430, 1.4358)
C (0.7205, 0.7973, 0.4012)
C (1.6191, -0.1956, 1.0654)
H (-1.7252, -1.1574, -1.3230)
H (1.0700, 1.8739, 0.4390)

Computed properties:
- ΔE to the lowest compared entry with this formula, charge and spin (kJ/mol) = 68.8
- multiplicity = 1
- SMILES string = CC[C@H](C)[C@H]1CS1



# 2
C3H6ClN | ωB97M-V/def2-TZVPD

CARTESIAN COORDINATES (ANGSTROEM)
H (0.7679, -0.7130, -1.8352)
H (2.3588, -0.4231, -0.9871)
Cl (-1.0417, 0.2588, -2.5539)
C (-0.3052, 0.2358, 0.4072)
H (-1.2278, 2.0294, 0.7898)
C (-1.4653, 0.9640, 0.7385)
C (1.3876, -0.9127, -0.9207)
H (1.5209, -1.9797, -0.7480)
H (-1.9324, 0.6316, 1.6647)
H (-2.1392, 0.8095, -0.1199)
N (0.6548, -0.3529, 0.1148)

Computed properties:
- ΔE to the lowest compared entry with this formula, charge and spin (kJ/mol) = 93.3
- multiplicity = 1



# 3
C13H24BrFeN3O3S | ωB97M-V/def2-TZVPD

CARTESIAN COORDINATES (ANGSTROEM)
H (3.5211, 2.1100, -2.7345)
H (-2.4572, 3.1907, 1.4962)
Fe (-0.3292, -1.7837, -0.3469)
H (2.6697, -0.9319, 1.8990)
H (2.1322, -2.8295, -1.2171)
C (1.6070, 1.1330, -3.2622)
H (3.2753, -2.9651, 0.2764)
H (1.4093, 1.1225, -1.1051)
H (-0.0229, -1.2435, -5.1366)
H (2.5770, -2.7486, 2.2486)
S (-2.1965, -1.8140, 0.7935)
H (2.0951, 3.2441, -2.9879)
C (2.5555, -2.3415, -0.3416)
C (-3.3392, -0.7723, -0.0391)
Br (-0.8158, -2.8335, -2.7580)
H (-3.8885, 1.1287, -0.4102)
H (3.0958, -1.4792, -0.7064)
O (-1.2536, 1.6141, 2.2313)
H (-1.2040, 2.2767, 4.2590)
C (1.0962, 0.6766, -2.0169)
C (0.8832, -1.6474, 2.9156)
O (1.5300, -1.8653, 0.5696)
C (2.5739, 2.3132, -3.3690)
H (-0.1529, 0.0911, 4.9015)
H (-2.5496, 0.8926, 0.7568)
H (-1.4017, -0.2133, 3.7993)
N (0.3391, -0.4390, -1.9084)
H (-5.0603, -0.5597, -1.0550)
H (0.4262, 2.1329, 3.3560)
H (1.2226, 1.0993, -5.3678)
H (1.1356, -2.0928, 3.9065)
H (-0.0154, -2.2587, 2.5517)
H (-4.4307, -2.2717, -0.9991)
C (-0.5810, 1.7533, 3.5041)
N (-3.2218, 0.5271, 0.0716)
C (-0.0226, -1.0425, -2.9862)
C (-0.4267, 0.2593, 3.8466)
N (-4.3598, -1.2731, -0.7545)
H (-0.8218, 2.8307, 0.6256)
C (1.9838, -1.8300, 1.9088)
H (-0.8256, 3.6360, 2.2168)
H (2.8802, 2.5041, -4.4497)
C (0.9492, 0.6019, -4.4639)
O (0.5601, -0.2604, 2.9790)
C (0.2381, -0.5651, -4.2996)
C (-1.3795, 2.9238, 1.6024)

Computed properties:
- ΔE to the lowest compared entry with this formula, charge and spin (kJ/mol) = 166.8
- charge = +2
- multiplicity = 5



# 4
C16H32Cl3N3O2PS3SiTeTl | ωB97M-V/def2-TZVPD

CARTESIAN COORDINATES (ANGSTROEM)
Tl (-0.3414, -19.7740, -5.0306)
Si (3.6692, -22.4760, -6.8758)
H (0.0199, -24.5395, 1.5321)
H (2.8932, -21.6674, 4.2119)
H (-0.9427, -23.3236, 0.6573)
H (-1.3852, -23.6441, -6.5899)
H (0.8045, -23.8869, -5.6864)
H (-2.8270, -22.2555, -2.0839)
H (4.0288, -20.4218, 3.5849)
S (-0.9390, -20.4727, 0.8431)
C (1.0397, -22.0662, -3.0982)
C (0.1668, -23.2386, -5.1218)
H (-3.3081, -20.6637, -2.9237)
Te (-4.4408, -20.8211, -8.0817)
H (-2.6116, -21.6055, -6.0615)
H (-3.0401, -22.1971, 1.7997)
H (1.7363, -21.9639, -5.0066)
H (-1.2448, -20.4663, -1.7988)
O (-0.4633, -22.2519, 3.0425)
C (-2.8620, -22.8756, 2.6407)
H (1.6688, -22.9090, -2.7648)
H (1.9862, -21.2580, 1.9071)
H (-0.2095, -23.7145, -4.2157)
H (1.4934, -21.1138, -2.9091)
H (2.3110, -18.2514, 2.3361)
H (-1.3350, -23.9617, 3.5858)
N (-1.9299, -21.8852, -5.3478)
S (-3.6579, -18.8714, -5.4808)
S (-1.9148, -19.7965, 4.0426)
Cl (4.1500, -22.9892, -4.7249)
O (0.8001, -20.1379, 3.2294)
C (-1.3895, -23.3370, 2.6586)
C (-2.7092, -17.4287, -5.5622)
C (-0.9640, -22.7808, -6.0787)
H (-3.7542, -22.4070, -4.5693)
C (2.0483, -20.4092, 2.6059)
Cl (4.9501, -23.9848, -7.9285)
C (-0.2619, -22.0691, -2.2952)
H (3.5302, -19.2745, 1.5682)
H (-1.6672, -24.7797, 1.2606)
H (-1.5825, -16.4126, -7.0753)
H (-0.5226, -22.1589, -6.7948)
C (-2.6269, -21.5441, -2.9140)
Cl (5.0087, -20.7917, -6.8448)
C (-3.4029, -19.2888, -7.0907)
H (-2.2176, -18.4491, -8.6868)
H (-2.4346, -16.8095, -4.7284)
C (-2.1982, -17.2700, -6.7967)
H (-0.6212, -23.0998, -2.4804)
H (1.9070, -19.2016, 0.8672)
C (2.9772, -20.6460, 3.7884)
N (-1.2407, -20.9719, -2.6672)
H (-2.3283, -23.3172, -4.0303)
N (0.8359, -22.0332, -4.5350)
H (-3.0343, -22.4061, 3.6243)
H (2.6659, -19.9515, 4.5560)
C (-2.7118, -22.3658, -4.2100)
H (-3.4512, -23.7421, 2.4950)
C (-2.5664, -18.3832, -7.6523)
P (-0.6212, -20.6407, 2.8070)
C (2.4413, -19.1882, 1.8104)
H (0.0860, -22.0296, -1.2294)
C (-0.9557, -24.0613, 1.4468)

Computed properties:
- ΔE to the lowest compared entry with this formula, charge and spin (kJ/mol) = 0.0
- charge = -2
- multiplicity = 1



# 5
C26H60O20S4 | ωB97M-V/def2-TZVPD

CARTESIAN COORDINATES (ANGSTROEM)
C (-2.2285, 4.0440, 5.2084)
H (4.4702, 1.9852, -2.2025)
H (3.5859, 6.1097, -0.5580)
H (-2.0406, -0.6848, 5.5936)
O (5.1362, -0.5228, -3.3880)
H (1.0043, 3.0901, -4.0113)
C (-2.0693, -2.5728, 4.4003)
O (-5.6397, -2.2831, -3.3009)
H (4.9450, -1.8737, -1.1701)
C (4.0216, -3.6554, -1.6387)
O (0.1621, -3.0286, 4.9291)
H (-5.6355, -1.6252, -0.6136)
C (-0.0521, -3.7819, -1.1275)
H (0.2704, -4.7473, -0.7376)
O (3.0890, -1.3621, -2.0905)
C (-0.0917, -1.6251, 5.2384)
H (-7.9262, -2.9617, -4.3872)
H (-0.5007, 2.8041, -3.0169)
H (-3.3311, 2.1540, 5.3849)
H (-0.6442, 4.7030, 3.8412)
O (-5.4311, -4.3050, -1.9378)
C (-2.3038, 2.5058, 5.2900)
C (3.4722, 0.1306, 2.6503)
H (-2.4440, 4.5874, 6.1283)
C (4.1256, 1.1325, -1.6175)
H (3.4697, 0.3131, 1.5757)
H (2.2159, 7.0658, 0.1934)
H (-0.1149, 1.0913, -1.6496)
C (3.9084, -2.2016, -1.2487)
H (-4.3735, 1.5099, -6.0716)
C (0.0463, -2.6219, -0.0912)
H (0.5399, -1.3565, 6.0852)
S (6.0687, -0.2485, 2.2295)
H (4.3305, -3.7835, -2.6761)
H (-1.8045, 1.0993, -1.0570)
H (7.5155, -2.1575, 3.0626)
C (-5.6715, -2.6602, -4.7197)
O (2.0031, 5.6466, -3.1660)
H (-0.1729, 4.2516, -4.0619)
C (2.6012, 6.5579, -0.6907)
C (0.2411, 3.5230, -3.3647)
H (-0.4580, 2.1590, -0.3071)
H (-1.8742, 2.2335, 6.2540)
O (-3.2930, -3.2356, -3.0765)
H (-1.4011, -4.5074, 4.8410)
S (3.7976, -0.1683, -3.0270)
C (1.4938, 5.1700, -2.1868)
H (-3.2533, 2.7789, -6.1612)
H (-0.8395, -3.8854, 3.2251)
H (-4.0257, -0.9191, -1.1717)
H (-2.0732, 2.1557, 3.1937)
H (6.8719, -1.1580, 4.3617)
H (-0.4222, -2.8268, 0.8713)
O (0.6480, 4.1136, -2.1571)
H (1.0914, -2.4678, 0.1776)
O (-0.4809, 2.9618, 4.1859)
H (-1.3099, -1.0602, -3.2416)
H (-2.0616, -1.9395, 3.5132)
S (-0.1875, -0.0679, 0.4592)
H (-7.6357, -1.6037, -5.2548)
H (0.7469, -3.6013, -1.8466)
H (-4.0270, -2.2656, -0.1774)
S (-4.6378, -3.1177, -2.3496)
C (-4.6215, -1.8089, -0.9687)
C (-2.1673, 0.6103, -4.9887)
H (0.2240, -1.0817, 4.3478)
O (-2.9662, 0.6791, -4.0346)
H (3.1405, 1.3135, -1.1875)
C (-0.4981, -0.7619, -3.9050)
H (3.4412, 2.2956, 3.3944)
H (0.3310, -0.2548, -3.4114)
H (2.8648, -0.7693, 2.7472)
C (-0.7578, 1.2235, -0.7793)
O (4.7565, 0.0328, 3.1737)
H (4.7980, -4.2480, -1.1549)
H (3.1225, -4.2166, -1.3841)
C (-3.4328, 1.7776, -6.5528)
H (-3.5046, 1.8623, -7.6372)
H (-1.0118, -3.8289, -1.6422)
O (-1.1451, -0.1839, 1.5888)
H (-1.8394, -2.3169, 6.3773)
O (6.9844, 0.9163, 2.2298)
H (-5.2852, -3.6788, -4.7556)
H (-2.7930, 4.3688, 4.3343)
C (-1.5813, 1.9979, 4.1535)
O (1.2516, 0.1183, 0.6854)
C (-7.1857, -2.5830, -5.0916)
H (5.7873, -2.2752, 3.5105)
H (-5.0264, -1.9905, -5.2883)
O (2.7332, 0.3160, -3.9099)
C (6.6376, -1.6032, 3.3947)
O (5.6211, -0.8223, 0.9846)
H (1.8799, 1.5401, 2.8272)
H (-7.3711, -2.9825, -6.0887)
O (1.6382, 5.5410, -0.8557)
C (-1.0215, -3.6566, 4.2752)
O (-0.9670, 0.0020, -5.0213)
H (4.8029, 0.7316, -0.8634)
H (-0.0207, -1.7023, -4.1804)
C (2.8334, 1.3928, 3.3344)
O (-0.4290, -1.3859, -0.5432)
H (-0.1729, 4.4575, 5.6313)
H (-1.2173, 0.9959, 4.3806)
O (-2.3879, 0.9326, -6.2716)
H (2.5190, 1.1649, 4.3529)
H (2.5015, 7.4096, -1.3636)
C (-1.5268, -1.6460, 5.5772)
H (-3.0828, -2.8571, 4.6834)
C (-0.7965, 4.1757, 4.7829)
H (3.5251, -2.1953, -0.2284)

Computed properties:
- ΔE to the lowest compared entry with this formula, charge and spin (kJ/mol) = 469.1
- multiplicity = 1
- SMILES string = CCOS(C)(=O)=O.CCOS(C)(=O)=O.CCOS(C)(=O)=O.CCOS(C)(=O)=O.COC(=O)OC.COC(=O)OC.C1CCOC1.C1CCOC1



# 6
C33H44N4P2Pb | ωB97M-V/def2-TZVPD

CARTESIAN COORDINATES (ANGSTROEM)
H (-0.1059, 3.2627, 3.8395)
H (3.2563, 3.4921, 2.4197)
H (0.9004, 3.8804, 2.5052)
C (1.5904, 1.3172, 2.9360)
H (-2.2478, 0.4655, -1.4219)
H (-2.9674, 0.8830, 3.1598)
H (-1.7014, -2.7820, 2.1229)
H (-0.4982, -0.3028, 3.2305)
C (-4.5431, 2.2149, 2.2234)
C (1.9756, -0.1900, -1.7923)
H (1.9394, 2.9016, 5.8538)
C (2.2524, 3.0671, -2.7709)
C (-2.5573, -2.6366, 1.4928)
H (-0.4443, -4.6684, -3.9098)
H (1.5363, -1.4540, -3.7846)
H (4.5414, -1.5945, -0.2536)
H (-0.0831, 1.5748, -2.3696)
P (-1.6102, 0.1119, 0.8312)
C (-4.6860, 2.5863, 0.8517)
H (-0.6064, -2.5306, -5.1915)
C (1.2422, -3.4917, -3.2067)
H (0.9818, -5.6065, -3.4412)
H (-5.4435, -3.3560, 0.0938)
H (0.6692, -5.2863, -1.1327)
C (1.2857, 0.3487, 2.2320)
H (-0.9172, -5.7490, -1.6750)
C (-1.6652, -2.7113, -3.2707)
N (1.9134, 3.2179, -1.4188)
H (-5.4119, 3.2580, 0.4308)
N (-2.8697, -1.4018, 0.9244)
P (1.0190, 2.1860, -0.3325)
H (2.6074, 1.2764, 5.5203)
H (-1.8361, -1.8804, -1.2744)
H (3.1689, 4.0855, 4.0771)
H (1.1801, -0.0203, -2.4944)
C (-0.1647, -4.9310, -1.7509)
H (3.4627, 0.6411, 0.9786)
H (3.6435, 4.1588, -4.0696)
C (0.9043, 3.5670, 3.5570)
H (1.7935, 2.2841, -3.3632)
C (-1.3366, -2.7030, -1.7934)
H (-2.5964, -2.1288, -3.4526)
C (-0.5542, -2.0859, -4.1742)
C (3.1717, 0.1455, 0.0566)
H (3.2017, -1.8535, -2.6001)
H (-0.7770, -2.0209, 3.4456)
C (-0.4454, 1.6960, -1.3349)
C (3.7364, -0.9547, -0.5863)
C (3.5076, 4.7546, -1.9093)
H (4.2448, 5.5390, -1.8212)
H (-5.1607, 2.5235, 3.0497)
H (-0.7449, -1.0093, -4.2983)
H (-3.4468, -4.6377, 1.4904)
N (2.1379, 0.6721, -0.7091)
H (0.8633, 1.5468, 5.4301)
Pb (0.7489, -1.7861, 0.8226)
N (-2.8861, 1.2423, 1.0482)
H (4.1609, 2.6638, 3.6926)
H (-1.9223, -3.7191, -3.6325)
C (-4.1034, -1.5825, 0.2964)
C (-0.6566, -3.6566, -1.1078)
H (-4.6425, -0.7378, -0.1230)
C (3.2293, 3.1801, 3.4645)
C (3.1930, 4.0267, -3.1026)
C (1.9246, 2.4562, 3.7884)
H (-0.7379, -0.4109, -1.3769)
H (0.9114, -1.4426, 3.7136)
H (-1.1195, 2.5691, -1.3150)
C (-3.4327, 1.4007, 2.3347)
C (1.8405, 2.0049, 5.2405)
H (-0.5868, -3.6974, 0.0239)
C (0.8393, -2.2900, -3.6117)
C (-3.5183, -3.5830, 1.2057)
C (-1.2664, 0.4405, -0.9288)
H (-3.4413, 1.9591, -0.9149)
H (1.2432, 4.3959, 4.1838)
C (-0.0245, -1.2924, 3.1287)
C (-4.5338, -2.9079, 0.4648)
C (2.7525, 4.2195, -0.8837)
C (-3.6687, 1.9688, 0.1435)
H (2.7284, 4.4383, 0.1718)
C (0.3598, -4.7335, -3.1678)
H (2.3030, -3.6613, -2.9201)
C (3.0000, -1.1367, -1.7884)

Computed properties:
- multiplicity = 1
- DFT total energy (eV) = -64711.56179



# 7
C24H38N3O2PSiW | ωB97M-V/def2-TZVPD

CARTESIAN COORDINATES (ANGSTROEM)
H (5.3412, -0.4621, 2.0770)
H (-3.9345, 1.5840, -3.0606)
H (4.4179, 5.5586, -1.2985)
C (-4.2055, 1.7011, 0.3978)
H (0.1810, -0.2103, -4.4885)
O (-0.1687, 0.0351, 1.5228)
H (2.0297, 6.1626, -0.7919)
C (-1.0818, 2.4985, -4.1109)
C (-3.3834, 0.8017, -3.5978)
C (3.0802, 2.4454, -1.5936)
C (4.6867, 0.3711, 2.3601)
H (-1.2421, -2.1969, 0.7797)
Si (-2.4867, 2.4437, -0.1695)
H (-4.2738, -1.4260, -1.1426)
C (1.7265, 2.7862, -1.2434)
C (-1.3493, -3.3221, 3.8624)
H (3.2729, 1.3914, -1.8085)
H (4.4277, -2.3758, 3.1854)
C (0.6804, -2.3548, 3.0111)
C (-0.5594, -2.2057, 3.6444)
H (-4.8120, 2.5276, 0.8119)
H (-1.5006, 3.3647, -3.5849)
H (-1.1233, -1.3407, -4.0364)
C (-0.9308, -4.5821, 3.4096)
C (1.0073, -0.1021, 1.9363)
H (-2.2367, -2.9007, -2.0404)
C (1.1247, -3.6097, 2.5723)
H (4.8688, 1.1930, 1.6595)
C (-0.9065, -0.3285, -4.4038)
N (2.7850, -1.1353, 2.8395)
H (-1.5632, -5.4569, 3.5649)
W (-0.8378, 0.9953, -1.1214)
C (4.0400, 3.4422, -1.5933)
C (3.2517, 0.0097, 2.2992)
H (-0.8636, -1.2030, 3.9570)
C (-1.3560, -2.8669, -0.0892)
H (4.9891, 0.7176, 3.3580)
N (0.7955, 1.8546, -1.0809)
H (-3.5381, 0.9126, -4.6811)
H (-0.3494, -3.0652, -0.4875)
C (2.1994, 0.6777, 1.7377)
C (3.5378, -2.0161, 3.7163)
C (3.6549, 4.7722, -1.2967)
H (-1.6691, -3.8646, 0.3023)
H (-1.3587, -0.1980, -5.3978)
C (0.3053, -4.7208, 2.7564)
H (-3.9930, 0.9538, 1.1804)
H (-3.9980, -2.5696, 0.2152)
C (-3.7643, -2.3499, -0.8351)
N (1.4376, -1.1837, 2.7268)
H (0.2825, 4.3338, -0.8004)
H (-2.9642, 3.6552, -0.9691)
H (0.0144, 2.5605, -4.1198)
H (-1.4722, 2.4439, -5.1364)
C (1.3414, 4.1471, -1.0153)
H (-1.9994, 3.0327, 1.1459)
H (0.6340, -5.6968, 2.3922)
O (-1.8848, -0.8306, -1.2747)
C (-2.2748, -2.2615, -1.1589)
H (-2.3006, -3.2142, 4.3867)
C (2.3168, 5.1285, -1.0115)
H (2.9355, -2.8733, 4.0106)
H (2.0920, -3.7002, 2.0674)
H (3.8661, -1.4819, 4.6204)
P (-1.5831, 0.9531, -3.2925)
H (-4.2067, -3.1910, -1.3893)
H (-3.7408, -0.1836, -3.2659)
H (-4.7139, 1.2388, -0.4644)
H (2.2226, 1.5971, 1.1700)
H (5.0800, 3.1893, -1.8248)

Computed properties:
- charge = +2
- multiplicity = 1
- DFT total energy (eV) = -53043.89032



# 8
C12H15N | ωB97M-V/def2-TZVPD

CARTESIAN COORDINATES (ANGSTROEM)
C (0.5442, -0.9984, -1.3520)
H (1.8299, -0.8964, 1.6081)
H (-0.9354, -2.4495, 1.2784)
H (2.6604, -1.3005, -1.2461)
C (-0.6447, 1.0551, 0.1871)
H (1.6929, 1.4036, -4.4027)
C (1.8750, -0.3925, -1.6808)
C (2.0801, 1.6890, -3.4573)
H (2.8934, 2.8339, -3.2347)
H (1.6639, 0.1163, 0.5003)
H (-3.6386, 1.9130, 1.6032)
C (-1.0695, -0.0776, 2.2579)
C (0.9785, -0.5213, 0.8836)
C (2.0598, 0.6448, -2.5338)
C (-2.3203, 0.5566, 2.3526)
H (0.0337, 1.3554, -0.5538)
N (0.8406, -1.7290, -0.0477)
H (1.0470, -2.9396, 1.6584)
H (-3.1796, 0.4589, 3.0312)
H (-1.8331, 2.8419, -0.4180)
C (-1.8532, 1.8056, 0.2515)
H (0.0673, -3.8024, 0.3038)
C (-2.7841, 1.4404, 1.2198)
H (-0.3472, -0.0053, -1.1772)
C (0.1480, -2.8858, 0.7773)
C (-0.2972, 0.1989, 1.1616)
H (0.1168, -1.9119, -2.1155)
H (-0.2556, -0.6039, 3.0934)

Computed properties:
- ΔE to the lowest compared entry with this formula, charge and spin (kJ/mol) = 1130.2
- multiplicity = 1